(1)
Below is C14H4F42Li2N7O30S14 as an isolated structure in a non-equilibrium geometry, with properties calculated with ωB97M-V/def2-TZVPD.

The geometry in XYZ format:
```
113
Properties=species:S:1:pos:R:3
F 2.3069 0.9183 2.8148
C 2.3578 -1.9092 -2.4779
F -4.7957 -2.2581 -6.8117
O 5.3731 3.5368 -0.6258
S -4.8958 -3.1400 -4.2177
Li 3.0976 -0.2606 0.8666
C -5.0595 -3.4152 -6.1752
O -6.1949 -2.6465 -3.7819
N 5.1956 -2.8977 2.8981
O 1.8335 1.3771 9.7705
H -4.3855 0.7617 1.7869
F -4.0845 0.8364 -2.5624
C 5.9793 1.0027 -1.0337
S 4.6064 2.3133 -0.9266
S 4.4588 -3.6081 1.7147
H -3.6644 -0.5578 1.9630
O 5.4276 -3.2980 5.5298
F -3.8048 6.0805 1.9838
N -4.7165 -4.5941 -3.7931
S 0.9343 2.1960 -6.0019
O 0.9704 0.4106 -2.6430
C 2.2049 2.1371 2.4516
F -3.0560 2.9120 -8.0491
F -5.7681 2.2467 -2.2244
N 3.5958 1.6064 0.2048
O 3.5514 -2.5963 1.0920
O 0.2578 -2.7160 0.3371
F 2.6519 -2.3063 4.2620
O -1.5984 4.3373 0.9059
C -1.2413 -0.4896 1.0707
S 0.9017 -0.8522 -1.8489
N 0.1576 1.0184 7.7655
F 2.1112 2.7986 3.5802
F 2.1782 -4.3105 3.6462
F -3.0336 4.7294 3.5400
S 0.9986 0.3443 9.1698
C 0.1839 3.0887 -4.5101
S 0.5110 -1.3384 0.7388
C -2.3560 3.8164 -7.3344
S -4.3452 -4.4117 -2.0869
C -3.7949 4.7868 2.4144
F 1.0132 2.1563 1.8976
C 6.0145 -3.7730 0.4575
F 2.8423 -2.7258 -1.4843
N -3.9590 4.2012 -0.2068
F -0.0887 4.3497 -4.8408
F -0.8706 1.1778 10.9159
O 2.1185 2.9898 -6.5547
H -1.6798 -0.2087 -3.8792
Li 1.9574 1.2652 -0.9038
F 1.9900 -2.6455 -3.4776
O 3.1721 3.9752 0.8175
F -6.3012 -3.7413 -6.4988
O -4.4827 -0.1083 2.1742
C 2.8529 -3.6081 4.4881
F 6.3222 -2.5133 0.0094
O 4.7808 2.6114 2.2509
O 1.7049 -0.9254 8.9583
F -1.2877 -0.3229 4.3936
F -5.0319 4.4437 2.6973
S 0.0959 -0.0820 6.6595
S -2.9781 3.7952 0.9059
C -4.6670 1.7207 -1.7500
O 4.9298 -5.2985 4.1604
O 1.1629 -1.3088 2.0005
F -1.9854 -5.7482 -2.2159
F -0.5860 1.7392 4.8638
C -1.1500 0.6304 5.3651
F 7.0150 -4.3897 1.0168
O -3.4799 4.0224 -2.7495
S 3.6077 2.6800 1.3285
F -1.9603 -1.2723 1.8036
O -3.7136 -2.3325 -4.1160
N -0.1948 1.9395 -7.0509
O -4.8090 -5.6329 -1.3687
F 2.4522 -3.9109 5.7152
O -0.4577 3.3141 -9.2939
H -0.7988 -0.9252 -4.8804
F -1.8980 -0.2788 -0.1079
F 5.4337 -0.0877 -1.4887
F -2.4969 3.5331 -6.0248
C -2.3688 -4.5260 -1.9403
F -2.7079 5.0483 -7.6287
F -1.0752 0.5553 1.7579
F -0.9779 2.4619 -4.0515
O -0.4145 -1.3051 7.2078
O 1.3478 -0.2097 5.9234
C -0.3981 -0.0127 10.4366
F -4.2785 -4.3542 -6.6557
S -0.4897 3.5138 -7.8408
O 3.9040 2.3007 -2.2018
O 0.1817 4.7015 -7.2519
S -3.3543 3.1883 -1.5675
F 6.8736 1.3936 -1.9278
F -2.0944 -4.1062 -0.7071
F -1.4060 -0.7609 9.8380
F 3.3010 -0.9877 -2.7791
S 4.7694 -3.8168 4.3556
O -1.9669 2.6301 -1.4166
F 5.4907 -4.3938 -0.6005
O -3.0181 2.4196 1.2901
O -0.3012 -1.5889 -2.1142
O 4.0228 -4.9643 1.8513
O 1.2623 0.8025 -5.5351
F 1.1752 3.0697 -3.5741
F -1.8286 -3.8552 -2.9581
O -1.5132 -0.2912 -4.8182
F 0.1868 -0.5376 11.5421
N 1.4096 -0.4230 -0.1643
F -2.3362 0.8159 5.9624
O -4.7327 -3.1365 -1.4415
F 6.6142 0.7783 0.1723
F -4.9162 1.2357 -0.5516
```

The value obtained for the LUMO energy is 7.498 eV. As for the max |F|: 7.293 eV/A. For the frontier orbital gap, the calculation gives 0.298 Ha. The HOMO energy comes out at -0.6 eV. As for the net charge: -5.



(2)
Below is one molecule with the formula C3H8N2O2, with properties calculated with ωB97M-V/def2-TZVPD.

The geometry in XYZ format:
```
15
Properties=species:S:1:pos:R:3
O -0.0451 1.6954 -1.1109
H 2.3231 1.3416 -0.8118
N 1.8613 0.4454 -0.9031
H 2.3445 -0.2577 -0.3567
H -0.4820 2.0634 -0.3298
H -1.4870 -1.9479 0.1167
C -0.6433 -0.3105 1.3319
N -0.1987 -0.6628 -0.9454
H -0.0432 -1.0546 1.8721
C 0.4876 0.5387 -0.5557
C -1.2389 -0.8874 0.0436
H 0.4587 -1.4328 -0.9943
O 0.2093 0.7262 0.8796
H -1.4049 0.0833 2.0165
H -2.1415 -0.3401 -0.2528
```

The value obtained for the LUMO energy is 0.843 eV. The value obtained for the energy above the lowest of the compared OMol25 structures with the same formula, charge and spin is 26.3 kcal per mole. Its SMILES is N[C@@]1(O)NCCO1. As for the max |F|: 0.612 eV/A. For the frontier orbital gap, the calculation gives 0.387 Ha. The HOMO energy comes out at -9.7 eV.



(3)
Below is a 2-piece molecular cluster, C2H7NO2 overall in a non-equilibrium geometry, with properties calculated with ωB97M-V/def2-TZVPD.

The geometry in XYZ format:
```
12
Properties=species:S:1:pos:R:3
H -2.4966 1.4590 -0.1166
H -0.7316 -0.0861 -0.8164
H -2.6478 0.7937 -1.4335
C 1.2821 -0.2959 -0.1998
H 1.1594 0.7826 1.6106
O 2.2693 0.0703 -0.8414
H 0.3386 -1.0289 -1.7813
O -2.6984 0.6032 -0.5262
H 2.0770 -0.3761 1.9919
C 1.0920 -0.2834 1.4015
H 0.2677 -0.9708 1.6241
N 0.0884 -0.6676 -0.9129
```

The value obtained for the LUMO energy is 0.522 eV. The value obtained for the energy above the lowest of the compared OMol25 structures with the same formula, charge and spin is 37.8 kcal per mole. Its SMILES is CC(N)=O.O. As for the max |F|: 3.430 eV/A. For the frontier orbital gap, the calculation gives 0.369 Ha. The HOMO energy comes out at -9.5 eV.



(4)
Below is a 6-piece molecular cluster, C59H74BF5NO6S overall in a non-equilibrium geometry, with properties calculated with ωB97M-V/def2-TZVPD.

The geometry in XYZ format:
```
147
Properties=species:S:1:pos:R:3
H 3.7341 -2.4001 4.9917
H -0.2441 8.2034 -2.4677
F 4.3517 -1.9720 -0.2355
O -5.3567 1.7638 1.8497
H -7.8642 -1.8915 -0.3300
H 5.6268 -5.6594 -2.4968
O 1.9438 0.6719 2.0963
C 7.3392 1.5802 -1.2670
C -1.0289 -0.5945 -2.0176
H 1.4353 -0.8665 -1.0443
H 2.7919 -5.4731 7.5850
B 1.1483 0.1074 3.2433
C 0.0424 5.1002 -2.8323
C 1.3577 -4.5035 10.5180
C 5.1118 -3.9773 -3.7467
H 3.3866 -4.9806 9.9591
H -2.4018 1.2368 -2.2356
C 2.6079 -3.7268 3.4198
H 4.5411 -2.1481 -4.7369
H 0.7439 7.2138 -5.8269
H -2.1425 4.6436 -4.7535
C -8.2670 0.0580 -1.1571
C -1.9937 3.7888 -1.1883
H 5.1793 -4.4284 -0.3716
H -0.0661 -0.1230 -2.4864
H 3.6426 0.0126 4.1113
H -0.2066 2.0518 3.4790
H 3.6436 -4.2656 5.4060
H 4.0642 -0.9464 -2.6029
S 2.3805 0.3677 4.6670
H -3.0223 1.9698 3.9215
C -0.4678 7.7321 -3.5210
C -5.1559 2.1629 0.4195
C 0.5833 -1.2871 -0.3613
H -1.3092 -4.5463 8.4018
C -1.4525 5.0696 -2.0827
O -4.4087 -0.4134 2.2339
C 7.1123 2.3129 -0.1010
C -0.2884 -4.6440 8.7559
C -0.9672 2.4969 -1.0697
O -0.6332 -1.6894 -1.0849
H -8.3455 0.5544 -0.1954
H 0.2492 -0.4670 0.4257
C -1.6463 -8.3237 1.1494
H -2.1684 6.4927 -5.4483
H 5.6901 3.4670 1.0403
H 8.3115 1.1276 -1.4460
H 1.2234 1.5638 -1.6207
H -2.7441 -8.4322 4.3634
H -7.6698 -2.9867 -2.5502
H -2.2012 5.9938 -2.1521
C -2.0906 0.4758 -1.3736
H -0.6506 4.6346 -8.3269
H -3.0638 3.8502 -0.7095
H 0.9485 5.7099 -7.9025
C -4.2209 0.9106 2.2948
C 2.3570 -4.8908 9.6218
H 1.6120 -4.2955 11.5551
H -2.0472 -0.5419 3.6430
H 2.0646 -3.0884 5.5532
C 4.5990 -2.6251 -1.3787
H -0.6458 -5.2856 2.3054
C 4.4124 -1.9739 -2.5929
H -8.4870 0.7795 -4.4704
H 5.3133 -4.5083 -4.6747
C -7.9941 -1.3075 -1.2378
H 3.8749 -0.0769 1.9440
H -6.0642 4.2641 0.9922
C -8.0582 -1.1765 -3.6548
H -5.6352 1.3175 -0.2447
H -0.7410 -4.0849 10.7872
H -0.1382 8.5285 -4.3226
C 1.9834 6.8718 -3.0602
F -2.7931 -10.0241 2.3134
H -2.4467 2.3661 2.1486
C 5.2907 -4.6258 -2.5223
C -1.5998 0.3217 2.9514
H -0.6153 -6.6634 0.2398
H 0.4019 -3.1400 1.0908
H 4.1414 -2.1474 2.6564
C 2.0666 -1.7223 1.7795
F 0.3993 -5.2916 6.5951
H -1.4258 -0.1500 1.8899
C 0.7115 -5.0348 7.8723
C 0.7704 6.1494 -5.2890
C 4.8466 2.7577 -0.8124
C 2.8493 -0.3239 1.4332
C -2.7809 1.4825 2.8630
C 3.2521 -2.7775 2.2303
C -7.8871 -1.9225 -2.4876
H -2.4984 5.0006 -6.5696
H -0.3606 0.7590 4.8480
H -1.5965 -1.1383 -2.9130
H 3.8746 3.2135 -0.6544
C -0.2900 5.1385 -6.0218
C -2.2701 -8.0372 3.4710
H 3.6444 -3.4145 1.3251
H 1.9116 7.0628 -1.8882
H 2.3759 7.8191 -3.6289
C 4.6757 -2.6520 -3.7829
C 0.5321 2.5060 -1.7669
H -1.7001 -6.1661 4.3752
C 0.1404 3.5263 -5.9060
H -0.0570 3.0283 -6.9491
H -3.0441 -0.0910 -0.9970
C -1.0753 -7.0511 1.1453
C 5.0809 2.0216 -1.9686
C 3.0420 -3.3602 4.9700
H -1.6330 -8.9429 0.2584
H 1.3109 3.4027 -5.7042
C 1.0417 3.7962 -2.6405
C 5.0380 -3.9437 -1.3321
H -7.9704 -1.6566 -4.6265
H 1.8490 5.7098 -5.3972
O 1.0467 -1.3294 2.8076
C -0.2411 0.8847 3.6796
N 1.7482 -4.7555 3.0780
O -1.5016 1.3298 -0.2921
H 2.0922 3.8697 -3.1805
C -1.0952 -6.2764 2.3078
C -8.3422 0.1865 -3.5735
C 2.0306 -5.1631 8.2933
C -8.4409 0.7916 -2.3256
C -0.1786 5.4746 -7.6567
H 6.4729 0.8551 -3.1107
H -1.6136 7.5112 -3.6024
C -5.8641 3.5921 0.0365
H -6.8995 3.3320 -0.4788
H 7.9081 2.4278 0.6318
H -5.2643 4.2532 -0.7219
H 2.9593 0.0166 0.3000
C -2.2404 -8.8038 2.3113
F -8.7079 2.1020 -2.2475
H 2.7297 5.9538 -3.2198
C 0.0357 -4.3825 10.0869
H -3.9978 2.1212 0.2389
H -0.4955 2.9512 -5.1069
H 1.4678 -5.2113 3.9963
C 6.3166 1.4288 -2.2032
C -1.6894 -6.7692 3.4705
C 5.8656 2.8999 0.1294
F 4.1004 1.8811 -2.8706
H -0.7725 6.4812 -7.8651
C 1.2557 -2.5085 0.5469
H 1.9545 -3.2032 -0.0879
C 0.5046 6.4147 -3.6954
C -1.8654 5.3749 -5.6296
```

The value obtained for the LUMO energy is 1.880 eV. As for the max |F|: 8.258 eV/A. For the frontier orbital gap, the calculation gives 0.231 Ha. The HOMO energy comes out at -4.4 eV. As for the net charge: -1.